No. 1
{
  "formula": "C36H44F2N6O2PTi",
  "method": "wB97M-V/def2-TZVPD",
  "species": ["Ti", "C", "C", "C", "C", "C", "C", "C", "C", "C", "C", "C", "C", "N", "C", "C", "C", "C", "C", "C", "F", "H", "H", "H", "H", "H", "H", "H", "H", "H", "H", "H", "H", "H", "H", "H", "H", "H", "H", "H", "H", "H", "N", "C", "C", "C", "C", "C", "N", "C", "C", "C", "C", "C", "N", "H", "H", "H", "H", "H", "H", "H", "H", "H", "F", "C", "C", "C", "C", "C", "C", "H", "H", "H", "H", "N", "C", "P", "O", "O", "C", "N", "H", "H", "H", "H", "H", "H", "H", "H", "H", "H"],
  "positions_angstrom": [[0.10025, 0.29304, -0.53353], [3.26169, 0.10734, 3.19044], [2.19199, 0.93923, 2.46343], [2.35261, 2.39891, 2.90038], [0.80448, 0.38385, 2.74897], [0.14508, 0.82647, 3.89444], [-1.02741, 0.23376, 4.31505], [-1.51925, -0.86779, 3.63626], [-0.91378, -1.36651, 2.48969], [-1.55614, -2.67391, 1.99954], [-1.25693, -3.29129, 0.62764], [-1.28425, -3.76939, 3.04760], [0.20982, -0.65510, 1.99992], [0.72887, -0.98301, 0.68694], [1.48864, -2.16168, 0.54603], [2.07854, -2.84688, 1.60430], [2.76300, -4.03001, 1.36916], [2.85724, -4.55787, 0.08806], [2.24388, -3.91008, -0.97877], [1.58430, -2.73984, -0.70826], [0.87569, -2.09470, -1.70423], [4.23336, 0.59642, 3.10780], [3.36333, -0.89283, 2.77651], [3.02150, 0.02279, 4.25134], [2.39338, 0.85583, 1.39574], [2.43870, 2.47314, 3.98425], [1.52075, 3.03201, 2.58736], [3.28451, 2.80010, 2.49635], [0.56648, 1.63151, 4.47847], [-1.53457, 0.59789, 5.19882], [-2.40352, -1.36817, 4.01203], [-2.62957, -2.46709, 2.02709], [-0.37317, -3.92642, 0.66449], [-1.11630, -2.57152, -0.17708], [-2.09292, -3.93960, 0.35882], [-0.21710, -3.99583, 3.08950], [-1.81019, -4.68415, 2.77276], [-1.60863, -3.47914, 4.04447], [1.97141, -2.46487, 2.61018], [3.22010, -4.55042, 2.19948], [3.38961, -5.48274, -0.08322], [2.26247, -4.31612, -1.98090], [1.99612, 3.12333, -0.03304], [2.73665, 2.12936, -0.63042], [4.12342, 2.29729, -0.71056], [4.88267, 1.32869, -1.31585], [4.24434, 0.21225, -1.86101], [2.88759, 0.11136, -1.72364], [2.11877, 1.03375, -1.08688], [0.70229, 3.48700, -0.34613], [0.36032, 4.83809, -0.22087], [-0.87583, 5.25441, -0.64396], [-1.74195, 4.31777, -1.20990], [-1.35607, 3.00669, -1.23067], [-0.16348, 2.55423, -0.76100], [2.54931, 3.86483, 0.36893], [4.57645, 3.19535, -0.31194], [5.95619, 1.44246, -1.38534], [4.79631, -0.56702, -2.36514], [2.36583, -0.74384, -2.12182], [1.08630, 5.53972, 0.16785], [-1.15685, 6.29625, -0.56696], [-2.70640, 4.60645, -1.60037], [-2.02057, 2.25438, -1.61971], [-5.61132, 0.63936, 1.88174], [-4.38864, 0.61595, 1.36195], [-3.46621, 1.57347, 1.74924], [-2.19592, 1.53747, 1.19939], [-1.82082, 0.56421, 0.26782], [-2.77429, -0.39759, -0.07257], [-4.06305, -0.38517, 0.46390], [-3.75057, 2.32232, 2.47671], [-1.48042, 2.28477, 1.52455], [-2.50421, -1.23824, -0.70375], [-4.78725, -1.16387, 0.25128], [-0.65664, 0.46207, -6.18111], [-0.35993, -0.45395, -5.02233], [-1.41633, 0.07791, -3.60365], [-2.01215, 1.37493, -4.02747], [-0.55468, -0.04422, -2.36145], [-2.85635, -1.06371, -3.44620], [-4.00923, -0.23998, -2.95262], [-1.14937, 1.29417, -5.80271], [-1.26734, 0.02879, -6.87747], [0.19087, 0.75848, -6.67100], [0.67624, -0.30599, -4.72229], [-0.48392, -1.49152, -5.32600], [-2.68485, -1.89943, -2.77166], [-3.12213, -1.45422, -4.42889], [-4.91060, -0.68285, -3.14693], [-3.97247, 0.67915, -3.41841], [-3.93779, -0.08042, -1.92897]],
  "mulliken_charge": [-0.756, -1.532, 2.505, -2.119, 0.557, -0.326, -1.602, -0.602, 1.110, 0.350, -1.482, -1.461, -0.957, 2.238, 0.718, -1.114, -1.412, -0.683, -1.091, 0.366, 0.159, 0.496, 0.346, 0.332, -1.507, 0.651, 0.360, 0.354, 0.483, 0.493, 0.660, 0.492, 0.363, -0.396, 0.569, 0.332, 0.438, 0.452, 0.930, 0.501, 0.473, 0.568, 0.589, 0.501, -1.408, -0.611, -1.446, -0.436, 0.852, 0.419, -1.164, -0.713, -1.387, -0.115, 1.077, 0.436, 0.534, 0.488, 0.529, 0.684, 0.501, 0.489, 0.516, 0.449, -0.357, 0.041, -0.862, 0.287, 2.121, -2.744, -0.673, 0.558, 0.470, 1.243, 0.602, -0.186, -0.967, 1.585, -1.093, -0.876, -0.779, 0.003, 0.347, 0.366, 0.368, 0.214, 0.455, 0.342, 0.636, 0.449, 0.412, -0.002],
  "max_force_ev_per_a": 0.15,
  "mol_weight_g_mol": 709.625,
  "homo_energy_ev": -15.31,
  "charge": 3,
  "de_lowest_kcal_mol": 12.3
}

=====

No. 2
{
  "formula": "C3H3I",
  "method": "wB97M-V/def2-TZVPD",
  "species": ["I", "C", "C", "C", "H", "H", "H"],
  "positions_angstrom": [[1.03273, 1.76662, -2.01805], [0.40429, 0.39277, -0.31127], [0.53993, -0.04222, 0.87779], [-0.63432, -0.57506, -0.04865], [0.83355, 0.20109, 1.84500], [-0.66712, -1.63460, -0.47054], [-1.50907, -0.10859, 0.12571]],
  "mulliken_charge": [0.033, -0.301, -0.062, -0.454, 0.345, 0.204, 0.235],
  "max_force_ev_per_a": 3.74,
  "mol_weight_g_mol": 165.961,
  "homo_energy_ev": -9.45,
  "charge": 0,
  "smiles": "IC1=CC1",
  "de_lowest_kcal_mol": 27.8
}

=====

No. 3
{
  "formula": "C3H14MnN2O11",
  "method": "wB97M-V/def2-TZVPD",
  "species": ["Mn", "O", "C", "O", "O", "H", "O", "C", "O", "O", "H", "O", "H", "H", "O", "H", "H", "O", "H", "H", "O", "H", "H", "C", "O", "N", "N", "H", "H", "H", "H"],
  "positions_angstrom": [[0.44595, -1.29500, 0.10336], [-2.70102, -1.89550, -2.36399], [-2.60858, -1.29623, -1.13415], [-3.58750, -0.77765, -0.63838], [-1.45581, -1.40039, -0.57378], [-3.54083, -1.55273, -2.69629], [0.26958, 1.26927, 3.44008], [-0.38900, 0.82278, 2.32248], [0.37410, 0.57531, 1.30008], [-1.59744, 0.73296, 2.31770], [-0.37561, 1.04785, 4.12638], [2.56913, -1.35936, 1.08836], [3.30552, -1.92075, 0.82493], [2.95975, -0.62116, 1.57167], [1.47467, 0.13949, -1.27139], [2.28682, 0.63286, -1.12148], [1.20578, 0.35166, -2.17170], [0.13731, -2.86934, 1.53934], [-0.31637, -3.70643, 1.39629], [0.49760, -2.91308, 2.43122], [1.22464, -2.62558, -1.50559], [0.89770, -3.50949, -1.70887], [2.14368, -2.61967, -1.79277], [-0.70282, 3.37497, -1.04280], [-1.28741, 4.04753, -1.87852], [-0.71126, 2.00590, -1.01439], [0.08442, 3.95206, -0.06372], [-0.93328, 1.49459, -1.84355], [-0.26137, 1.57898, -0.20709], [0.18776, 4.94441, -0.13806], [0.40390, 3.39173, 0.70462]],
  "lowdin_spin": [4.709, 0.002, 0.010, 0.009, 0.065, 0.000, 0.002, 0.006, 0.041, 0.003, 0.000, 0.028, 0.002, 0.001, 0.033, 0.002, 0.002, 0.040, 0.003, 0.003, 0.035, 0.002, 0.002, 0.000, 0.000, 0.000, 0.000, 0.000, 0.000, 0.000, 0.000],
  "spin_multiplicity": 6,
  "max_force_ev_per_a": 2.05,
  "mol_weight_g_mol": 309.086,
  "homo_energy_ev": [-8.60, -8.66],
  "s2": 8.752,
  "charge": 0
}

=====

No. 4
{
  "formula": "C19H17NO3STl",
  "method": "wB97M-V/def2-TZVPD",
  "species": ["Tl", "C", "O", "C", "C", "C", "C", "C", "C", "O", "C", "O", "C", "H", "H", "H", "H", "H", "H", "H", "H", "H", "C", "C", "C", "C", "C", "C", "C", "C", "C", "S", "C", "N", "H", "H", "H", "H", "H", "H", "H", "H"],
  "positions_angstrom": [[0.53663, -0.07878, 0.44494], [-2.77927, -6.30100, 0.01894], [-3.47187, -5.38978, -0.83597], [-3.02844, -4.14003, -0.92376], [-3.77730, -3.30335, -1.79670], [-3.40616, -2.01513, -1.95412], [-2.27799, -1.44455, -1.27350], [-1.94053, -0.09612, -1.47798], [-2.70220, 0.82337, -2.38963], [-0.95640, 0.53127, -0.92907], [-1.53886, -2.31188, -0.39752], [-0.49601, -1.93864, 0.28508], [-1.93580, -3.64999, -0.24288], [-3.30834, -7.24360, -0.06638], [-2.80654, -5.95340, 1.05206], [-1.74684, -6.42500, -0.30908], [-4.62835, -3.72070, -2.31464], [-3.99189, -1.40441, -2.62172], [-3.54862, 0.38162, -2.89640], [-2.00524, 1.21005, -3.13430], [-3.04674, 1.67241, -1.79782], [-1.34785, -4.25921, 0.42596], [0.16069, 3.24869, -1.00174], [1.33400, 3.20975, -0.07402], [2.08899, 4.38532, 0.10662], [3.15989, 4.37699, 0.94389], [3.51312, 3.19781, 1.62800], [4.62208, 3.16589, 2.50310], [4.94029, 2.01219, 3.15110], [4.16291, 0.85940, 2.94519], [3.07842, 0.85220, 2.10272], [2.23153, -0.68788, 1.97698], [2.72229, 2.04710, 1.41085], [1.64654, 2.08580, 0.55923], [0.05261, 4.24165, -1.43023], [-0.75943, 2.99465, -0.47740], [0.28097, 2.53169, -1.81263], [1.80186, 5.27957, -0.42718], [3.75262, 5.27098, 1.09572], [5.20335, 4.06789, 2.64321], [5.78517, 1.96936, 3.82424], [4.42666, -0.05225, 3.46684]],
  "mulliken_charge": [1.709, -0.815, -0.418, 0.962, -1.047, -1.000, -0.113, 1.590, -1.195, -0.841, 0.697, -0.960, -0.462, 0.243, 0.347, 0.347, 0.466, 0.203, 0.408, 0.303, 0.303, 0.464, -1.161, 0.997, -0.807, -0.698, 1.193, -0.888, -0.753, -0.670, 0.423, -0.403, 0.010, -0.365, 0.402, 0.256, 0.257, 0.365, 0.441, 0.391, 0.400, 0.418],
  "max_force_ev_per_a": 0.41,
  "mol_weight_g_mol": 543.799,
  "homo_energy_ev": -11.31,
  "charge": 1
}

=====

No. 5
{
  "formula": "C5H8N2O2",
  "method": "wB97M-V/def2-TZVPD",
  "species": ["O", "C", "C", "C", "C", "C", "O", "N", "N", "H", "H", "H", "H", "H", "H", "H", "H"],
  "positions_angstrom": [[0.62133, 0.83856, -3.12093], [0.18348, 0.49229, -2.00062], [0.24026, 1.07975, -0.56765], [-0.04657, -0.25072, 0.14951], [0.98765, -0.84070, 1.00884], [-0.15357, -0.10780, 1.54618], [-0.19977, 1.39123, 1.68350], [-0.79583, -1.34742, -0.60851], [-0.54616, -0.66248, -1.87263], [-0.83687, 1.67660, -0.51310], [1.08468, 1.57064, -0.02897], [1.17785, -1.80574, 1.31307], [1.93758, -0.25095, 1.17401], [-0.93850, -0.68160, 2.20376], [-0.52050, 1.40064, 2.84143], [-1.85915, -1.00644, -0.65129], [-0.33591, -1.49585, -2.55661]],
  "mulliken_charge": [-0.652, 0.175, -0.362, 0.419, -1.157, 0.161, -0.538, -0.485, -0.116, 0.194, 0.465, 0.356, 0.231, 0.290, 0.352, 0.376, 0.289],
  "max_force_ev_per_a": 8.57,
  "mol_weight_g_mol": 128.131,
  "homo_energy_ev": -9.35,
  "charge": 0,
  "smiles": "O=C1C[C@]2(C[C@H]2O)NN1",
  "de_lowest_kcal_mol": 155.4
}